# 1
C14H26NPPb | ωB97M-V with the def2-TZVPD basis set

The geometry in ORCA input format:
```
! RIJCOSX wB97M-V def2-TZVPD def2/J DEFGRID3
* xyz 0 1
C -2.78422 -0.67933 -3.80066
C -3.02634 0.43029 -2.99485
C -2.16547 0.73356 -1.91612
C -1.02898 -0.04495 -1.69351
C -0.87464 -1.23198 -2.41343
C -1.70425 -1.51199 -3.51536
C -2.53452 1.92581 -1.06861
C -3.06922 1.61442 0.35195
N -2.49930 0.45485 1.02187
Pb 0.90148 0.84756 -0.62237
C 0.21609 -2.23819 -2.09963
P 0.31158 -2.73040 -0.35524
H -3.87853 1.08251 -3.18348
H -1.48771 -2.39177 -4.11872
H -3.42883 -0.89354 -4.65062
H 1.20622 -1.85443 -2.39132
H 0.03916 -3.18244 -2.64488
H -1.68028 2.61872 -0.98293
H -3.35375 2.46291 -1.56913
H -2.86476 2.49091 0.98832
C 1.84833 -3.60875 -0.09770
C -1.08067 -3.78988 -0.01641
H -4.16669 1.47534 0.27609
C -3.17992 -0.79835 0.78788
C -2.15886 0.65737 2.41613
H 2.09991 -0.51386 -0.67111
H -4.18144 -0.82231 1.25343
H -3.28907 -0.97124 -0.28777
H -2.58885 -1.61468 1.22026
H -3.05437 0.72409 3.06408
H -1.54454 -0.18383 2.76474
H -1.58124 1.58807 2.51485
H -0.92452 -4.78154 -0.47394
H -1.20207 -3.92278 1.06933
H -2.01029 -3.36554 -0.42599
H 1.79056 -4.59900 -0.57349
H 2.68041 -3.03408 -0.52480
H 2.01443 -3.73233 0.98218
H 0.35760 -1.55134 0.44090
C 0.57700 2.93577 -0.02163
H -0.29498 3.09246 0.62660
H 0.50231 3.51774 -0.95423
H 1.50502 3.19540 0.51667
*
```

## Properties
E_HOMO (spin up / spin down), hartree: -0.1588 / -0.1579
Max |F|, hartree/bohr: 0.0308
ΔE to the lowest compared entry with this formula, charge and spin, eV: 0.673
E_tot, Eh: -1137.750481

=====

# 2
C14H26O2 | ωB97M-V with the def2-TZVPD basis set

The geometry in ORCA input format:
```
! RIJCOSX wB97M-V def2-TZVPD def2/J DEFGRID3
* xyz 0 1
C -3.58304 -3.69032 -0.94740
C -2.65254 -2.47853 -1.00926
C -3.44392 -1.20636 -1.53944
C -2.02893 -2.10115 0.33506
C -1.10309 -3.34728 0.64953
C -1.26648 -0.72012 0.41339
C -1.24952 -0.25084 1.94820
C 0.18628 -0.76785 -0.11892
O 0.26890 -0.93966 -1.51181
C 1.07654 0.39986 0.24112
C 1.86088 1.32829 0.53602
C 2.77071 2.54182 0.78867
C 4.00205 2.21817 1.62287
C 3.23318 3.15306 -0.61842
C 2.39868 4.39947 -0.93804
O 4.56774 3.61728 -0.48287
H -3.24938 -4.68109 -0.71993
H -4.32767 -3.45465 -0.16798
H -4.14216 -3.73832 -1.90698
H -1.87533 -2.80517 -1.66684
H -3.84396 -0.61274 -0.68914
H -2.94208 -0.49189 -2.28551
H -4.32244 -1.45971 -2.14058
H -2.76210 -2.09805 1.08967
H -1.70552 -4.21512 0.84418
H -0.34872 -3.48070 -0.15574
H -0.61410 -3.24083 1.67316
H -1.75279 -0.06553 -0.26536
H -0.76738 0.76671 2.05050
H -0.83345 -1.06534 2.49888
H -2.25012 -0.17635 2.41960
H 0.71247 -1.55928 0.35006
H 0.49191 -0.08297 -1.95322
H 2.14558 3.14968 1.41985
H 4.09971 3.03491 2.34866
H 4.95757 1.85961 1.18140
H 3.67112 1.42959 2.23898
H 3.12267 2.39360 -1.44519
H 2.71873 4.99543 -1.75407
H 1.41013 4.20559 -1.08377
H 2.43607 5.10554 -0.05471
H 4.93383 4.13127 -1.19464
*
```

## Properties
E_HOMO, hartree: -0.3445
Max |F|, hartree/bohr: 0.0715
ΔE to the lowest compared entry with this formula, charge and spin, eV: 1.919
E_tot, Eh: -699.377833
SMILES: CC(C)[C@@H](C)[C@@H](C)[C@@H](O)C#C[C@@H](C)[C@@H](C)O

=====

# 3
C14H26O8S4Tl | ωB97M-V with the def2-TZVPD basis set

The geometry in ORCA input format:
```
! RIJCOSX wB97M-V def2-TZVPD def2/J DEFGRID3
* xyz 1 1
Tl 2.42563 -1.22214 -2.06573
C 3.59442 -0.08304 5.20049
C 3.84933 -0.25865 3.72557
C 5.09881 0.27414 3.07900
O 5.26304 0.15449 1.82190
C 6.02854 1.00933 4.03488
C 5.75594 1.16759 5.35664
C 4.44272 0.64930 5.97077
O 4.07582 0.53655 7.22936
O 6.66520 1.84665 5.99316
O 3.12588 -0.98891 2.92665
H 2.72358 -0.56979 5.61415
H 6.92446 1.35468 3.54045
C -1.57167 0.92879 -8.00468
S -2.39751 0.67964 -6.44831
O -1.26510 0.46966 -5.45189
C -2.99120 2.48527 -6.36235
H -0.67210 1.52679 -7.85886
H -2.20940 1.27943 -8.81613
H -1.07326 0.06627 -8.44710
H -2.24627 3.23384 -6.09247
H -3.75468 2.71284 -5.61843
H -3.37423 2.88628 -7.30074
C 1.89311 4.81754 1.91112
S 0.85318 4.46188 0.50718
O 0.77764 2.95941 0.59396
C -0.73797 5.21938 1.06607
H 2.66574 4.06747 2.08004
H 1.27704 4.96341 2.79840
H 2.34841 5.76365 1.61839
H -1.33865 4.47084 1.58277
H -1.33169 5.49734 0.19525
H -0.52758 6.09261 1.68358
C -0.32257 -5.89300 1.44628
S -0.71205 -6.29784 -0.32764
O -0.01605 -5.35004 -1.31225
C 0.17356 -7.92875 -0.36561
H -0.70434 -6.67777 2.09933
H -0.60900 -4.92523 1.85794
H 0.76674 -5.87530 1.48063
H -0.20353 -8.64668 0.36272
H 1.19126 -7.76248 -0.01242
H 0.13962 -8.41618 -1.33997
C -3.98099 0.53192 1.15795
S -3.54076 0.21199 -0.54759
O -2.59823 -0.99870 -0.55139
C -5.18452 -0.39008 -1.05502
H -3.06452 0.86383 1.64584
H -4.27721 -0.41309 1.61326
H -4.89745 1.10831 1.28432
H -5.20620 -1.39229 -0.62699
H -5.30066 -0.52064 -2.13091
H -5.95029 0.31946 -0.74157
*
```

## Properties
E_HOMO, hartree: -0.3927
Max |F|, hartree/bohr: 0.1237
ΔE to the lowest compared entry with this formula, charge and spin, eV: 5.812
E_tot, Eh: -2915.549443

=====

# 4
C14H27Cl2FNO2 | ωB97M-V with the def2-TZVPD basis set

The geometry in ORCA input format:
```
! RIJCOSX wB97M-V def2-TZVPD def2/J DEFGRID3
* xyz 1 1
C 3.30931 0.66359 -1.08409
C 1.82687 0.73654 -1.25153
Cl 1.24311 1.08024 -2.84169
C 0.95899 0.54042 -0.27047
Cl 1.42129 0.21152 1.34165
N -0.50796 0.63294 -0.40528
C -1.00146 2.02803 -0.71709
C -1.12452 -0.43937 -1.27125
C -2.53903 -0.68276 -0.77428
F -2.46058 -0.83721 0.61118
H 3.58665 1.13297 -0.13895
H 3.62704 -0.38336 -1.07228
H 3.81178 1.16995 -1.90603
H -0.85993 0.40899 0.53374
H -0.24740 2.73508 -0.37714
H -1.14618 2.11370 -1.79064
H -1.93794 2.19241 -0.18573
H -1.12298 -0.12311 -2.31323
H -0.49728 -1.32457 -1.16063
H -3.21234 0.15145 -0.98145
H -2.94327 -1.59277 -1.22177
C -2.92512 -4.38925 0.18892
C -2.08181 -5.61127 -0.17402
C -3.14728 -6.56450 -0.70234
O -4.14949 -5.73949 -1.30343
C -3.95036 -4.38307 -0.94028
H -2.35073 -3.46361 0.24825
H -3.41795 -4.53871 1.15073
H -1.37034 -5.36459 -0.96555
H -1.52791 -6.02480 0.66695
H -3.59758 -7.14510 0.10800
H -2.77186 -7.25555 -1.45641
H -3.57410 -3.83027 -1.81456
H -4.91047 -3.95176 -0.65123
C 2.80988 4.83423 2.73338
C 3.52674 5.36864 1.49489
C 3.85995 4.08118 0.75668
O 2.79772 3.16126 1.06390
C 2.01692 3.67385 2.15045
H 2.17398 5.57072 3.22098
H 3.53286 4.46872 3.46424
H 2.85311 5.98800 0.89990
H 4.41352 5.95505 1.72685
H 4.80758 3.65794 1.10215
H 3.90663 4.20415 -0.32592
H 1.04665 4.01473 1.76820
H 1.84530 2.86880 2.86625
*
```

## Properties
E_HOMO, hartree: -0.4250
Max |F|, hartree/bohr: 0.0043
E_tot, Eh: -1774.824860

=====

# 5
C14H27FO11PS | ωB97M-V with the def2-TZVPD basis set

The geometry in ORCA input format:
```
! RIJCOSX wB97M-V def2-TZVPD def2/J DEFGRID3
* xyz -1 1
O -1.12958 2.91822 -4.33293
C -0.00068 2.11401 -4.73159
C 0.27562 0.98962 -3.75799
P 1.49280 1.18764 -2.32310
O 2.40311 2.45977 -3.08995
F 2.57800 0.04718 -3.06050
S 0.20764 2.74242 -1.28552
H -0.77311 3.70763 -3.92065
H -0.29372 1.69122 -5.69212
H 0.85000 2.76364 -4.91759
H 0.56767 0.10234 -4.32042
H -0.69014 0.74560 -3.30723
H 2.40670 1.32407 -1.21584
H 0.88129 0.12044 -1.62905
H 3.11933 2.00933 -3.54399
H -1.02291 2.27439 -1.49822
C -1.61940 -4.56018 -5.21933
C -1.73517 -3.05915 -5.26226
C -2.82497 -2.51710 -6.16964
O -2.28986 -1.25937 -6.57440
C -0.93343 -1.33805 -6.50081
O -0.18405 -0.52880 -6.92073
O -0.56901 -2.47250 -5.85587
H -0.82763 -4.86393 -4.53651
H -2.55847 -5.00068 -4.88170
H -1.37563 -4.94878 -6.20913
H -1.83368 -2.64982 -4.25322
H -3.78051 -2.37057 -5.67278
H -2.96235 -3.14601 -7.05511
C -2.40085 -0.92595 4.12032
C -1.27907 -0.49644 3.21548
C -1.15022 1.00105 3.02398
O -0.57814 1.10052 1.72525
C -0.93040 0.00251 1.01821
O -0.77828 -0.14909 -0.14137
O -1.48808 -0.92759 1.86064
H -2.42240 -2.01023 4.23013
H -2.27642 -0.47944 5.10248
H -3.36292 -0.62132 3.70291
H -0.33207 -0.92491 3.55598
H -0.50105 1.48184 3.74891
H -2.12930 1.49101 3.02217
C 3.64619 1.11576 8.10692
C 2.88453 0.65428 6.89354
C 2.36819 1.75906 5.98961
O 1.18831 1.16701 5.43826
C 0.73157 0.24439 6.31183
O -0.32891 -0.28408 6.23164
O 1.65090 0.00709 7.27245
H 3.99596 0.26570 8.69057
H 4.50976 1.70777 7.80322
H 3.00464 1.72060 8.74835
H 3.46972 -0.06824 6.31904
H 3.04988 2.03775 5.19158
H 2.08060 2.64834 6.55605
*
```

## Properties
E_HOMO, hartree: -0.1363
Max |F|, hartree/bohr: 0.0126
E_tot, Eh: -2216.785635